Model i:
Entry from OMol25: a cluster of 2 separate species, C3H11N2O2 in total (ωB97M-V/def2-TZVPD).

Properties
Gap between HOMO and LUMO, eV: 11.11
Charge: +1

```
18
C3H11N2O2 | OMol25 | ωB97M-V/def2-TZVPD
O -0.337 -1.353 1.895
C -1.123 -0.588 1.355
N -2.191 -0.084 1.982
C -0.915 -0.385 -0.113
N 0.454 -0.796 -0.574
C 1.643 -0.309 0.169
H -2.467 -0.293 2.931
H -2.711 0.666 1.554
H -1.593 -0.978 -0.732
H -0.989 0.661 -0.464
H 0.567 -0.477 -1.544
H 0.646 -1.793 -0.653
H 2.362 -1.125 0.186
H 1.493 0.015 1.194
H 2.025 0.669 -0.151
H 0.370 2.421 -2.177
H 1.707 1.971 -2.767
O 1.060 1.778 -2.088
```

Model ii:
Entry from OMol25: a cluster of 2 separate species, C3H11N2O2 in total (ωB97M-V/def2-TZVPD).

Properties
Gap between HOMO and LUMO (spin up / spin down), eV: 8.70 / 8.17
Charge: +1

```
18
C3H11N2O2 | OMol25 | ωB97M-V/def2-TZVPD
C 1.253 -0.427 1.003
C 0.079 1.546 -0.263
C 0.466 -1.627 0.469
N -0.614 2.368 0.602
N -0.586 0.584 -1.097
O 0.735 -1.513 -0.961
O -0.921 -1.487 0.706
H 1.036 -0.180 1.995
H 2.204 -0.308 0.682
H 0.857 1.893 -0.844
H 0.996 -2.457 0.903
H -0.273 3.163 1.033
H -1.401 1.848 1.031
H -0.856 -0.267 -0.516
H -0.166 0.317 -2.026
H -1.494 0.790 -1.543
H 0.043 -1.984 -1.424
H -1.359 -2.259 0.251
```

Which one sits at the bottom of the stability order? model ii does.

Model i:
Entry from OMol25: the molecule C4H7BN2O2 (ωB97M-V/def2-TZVPD).

Properties
Gap between HOMO and LUMO, eV: 9.09
Structure (SMILES): CB1CNC(=O)NC1=O

```
16
C4H7BN2O2 | OMol25 | ωB97M-V/def2-TZVPD
C -1.555 -0.822 0.519
B -0.160 -0.522 -0.007
C 0.402 0.877 -0.657
N 1.760 1.209 -0.285
C 2.671 0.268 -0.009
O 3.885 0.409 0.190
N 2.328 -1.068 -0.129
C 1.015 -1.597 0.107
O 0.882 -2.801 0.243
H -1.704 -1.963 0.706
H -2.458 -0.578 0.002
H -1.716 -0.313 1.546
H 0.490 0.540 -1.682
H -0.271 1.707 -0.625
H 2.028 2.100 -0.064
H 3.105 -1.708 -0.084
```

Model ii:
Entry from OMol25: the molecule C4H7BN2O2 (ωB97M-V/def2-TZVPD).

Properties
Gap between HOMO and LUMO, eV: 7.69

```
16
C4H7BN2O2 | OMol25 | ωB97M-V/def2-TZVPD
B -1.818 -0.523 0.180
C 1.842 -1.412 -0.400
C -0.291 -0.015 -0.046
C 0.908 0.534 0.245
C 1.124 1.982 0.623
N 2.004 -0.193 0.027
N 0.727 -2.017 -0.612
O -2.713 -0.108 -0.818
O -1.943 -1.533 0.968
H 2.720 -1.982 -0.638
H 0.170 2.385 0.402
H 1.331 2.094 1.682
H 1.889 2.336 0.036
H 0.815 -3.015 -1.015
H -3.617 -0.349 -0.759
H -2.729 -1.947 1.144
```

Which one sits at the bottom of the stability order? model ii does.

Model i:
Entry from OMol25: the ion HN2O5 with charge -1 (ωB97M-V/def2-TZVPD).

Properties
Gap between HOMO and LUMO, eV: 6.80
Charge: -1

```
8
HN2O5 | OMol25 | ωB97M-V/def2-TZVPD
N -1.561 0.160 -0.434
N 1.573 -0.357 -0.003
O -2.568 0.996 -0.353
O 1.314 -1.089 0.902
O 2.493 -0.424 -0.749
O -0.392 0.589 0.596
O 0.808 0.823 -0.104
H -1.667 -0.698 0.144
```

Model ii:
Entry from OMol25: a cluster of 2 separate species, HN2O5 in total (ωB97M-V/def2-TZVPD).

Properties
Gap between HOMO and LUMO, eV: 9.45
Charge: -1

```
8
HN2O5 | OMol25 | ωB97M-V/def2-TZVPD
N 0.624 -0.379 1.388
N -0.674 0.389 -1.446
O 0.401 -0.243 2.605
O -1.356 0.617 -0.435
O -1.053 0.342 -2.576
O 1.557 -1.017 0.929
O 0.632 0.200 -1.197
H -0.131 0.092 0.732
```

Which one sits at the bottom of the stability order? model i does.

Model i:
Entry from OMol25: a structure of composition C37H50BN8O4S5V (ωB97M-V/def2-TZVPD).

Properties
Multiplicity: 4
Gap between HOMO and LUMO (spin up / spin down), eV: 5.42 / 6.21
Charge: -1

```
106
C37H50BN8O4S5V | OMol25 | ωB97M-V/def2-TZVPD
V 3.010 0.115 -0.883
C 0.568 3.953 -3.396
C -0.261 3.045 -2.552
C -1.578 3.320 -2.288
C -2.289 2.442 -1.444
N -1.721 1.396 -0.929
N -0.427 1.127 -1.128
B -0.019 -0.040 -0.155
N -0.502 -1.364 -0.882
N -1.764 -1.758 -0.727
C -2.223 -2.819 -1.334
C -1.408 -3.617 -2.160
C -0.120 -3.210 -2.383
C 0.791 -3.969 -3.288
C 0.351 -2.035 -1.735
S 1.911 -1.586 -2.190
C -3.667 -3.219 -1.075
C -4.211 -4.160 -2.153
C -3.685 -3.949 0.269
C -4.537 -1.967 -1.008
N -0.637 0.347 1.265
N -1.434 -0.443 1.963
C -1.522 -0.329 3.256
C -0.641 0.514 3.984
C 0.125 1.394 3.294
C 1.073 2.349 3.937
C 0.000 1.416 1.868
S 0.557 2.742 1.036
C -2.633 -1.050 3.993
C -3.382 -1.982 3.050
C -2.079 -1.870 5.165
C -3.590 0.032 4.516
C 0.349 1.914 -1.945
S 1.996 1.668 -2.287
C -3.726 2.729 -1.059
C -4.214 1.676 -0.067
C -4.609 2.693 -2.314
C -3.788 4.115 -0.400
H -0.048 4.732 -3.838
H 1.068 3.382 -4.174
H 1.341 4.401 -2.775
H -2.051 4.199 -2.696
H -1.778 -4.522 -2.619
H 0.317 -4.883 -3.637
H 1.715 -4.206 -2.767
H 1.056 -3.352 -4.144
H -3.736 -5.136 -2.087
H -4.052 -3.753 -3.149
H -5.279 -4.299 -2.002
H -3.121 -4.877 0.205
H -4.705 -4.173 0.573
H -3.218 -3.318 1.010
H -4.555 -1.474 -1.978
H -4.116 -1.288 -0.275
H -5.558 -2.220 -0.728
H -0.577 0.463 5.060
H 1.141 2.163 5.006
H 0.738 3.372 3.761
H 2.058 2.254 3.477
H -2.731 -2.815 2.802
H -3.645 -1.454 2.139
H -4.289 -2.365 3.516
H -1.259 -2.498 4.824
H -2.863 -2.507 5.572
H -1.711 -1.231 5.963
H -4.040 0.566 3.683
H -3.054 0.751 5.132
H -4.383 -0.417 5.111
H -4.137 0.698 -0.526
H -5.247 1.868 0.221
H -3.581 1.681 0.815
H -4.589 1.699 -2.757
H -4.272 3.407 -3.061
H -5.638 2.933 -2.049
H -3.108 4.151 0.450
H -4.798 4.315 -0.046
H -3.509 4.904 -1.095
O 1.848 -0.878 2.401
S 2.041 -1.278 1.034
O 1.419 -2.528 0.691
O 1.374 -0.105 0.122
O 3.428 -1.192 0.569
C 6.534 1.997 -4.439
N 5.852 0.999 -3.671
C 5.664 -0.311 -4.005
C 4.866 -0.847 -3.038
N 4.546 0.118 -2.127
C 5.161 1.213 -2.529
H 7.348 1.540 -5.002
H 6.939 2.757 -3.773
H 5.842 2.479 -5.134
H 6.100 -0.749 -4.884
H 4.495 -1.851 -2.954
H 5.115 2.153 -2.010
S 4.041 1.846 0.350
C 5.126 1.022 1.445
C 6.498 1.008 1.205
C 7.361 0.446 2.124
C 6.870 -0.121 3.289
C 5.505 -0.125 3.524
C 4.637 0.453 2.621
H 6.876 1.449 0.290
H 8.429 0.446 1.936
H 7.546 -0.566 4.009
H 5.113 -0.583 4.423
H 3.575 0.434 2.804
```

Model ii:
Entry from OMol25: a structure of composition C37H50BN8O4S5V (ωB97M-V/def2-TZVPD).

Properties
Multiplicity: 4
Gap between HOMO and LUMO (spin up / spin down), eV: 5.82 / 6.89
Charge: -1

```
106
C37H50BN8O4S5V | OMol25 | ωB97M-V/def2-TZVPD
V -2.052 -0.774 2.781
C 2.102 -3.846 0.805
C 1.902 -2.448 0.324
C 2.802 -1.469 0.558
C 2.569 -0.160 0.051
N 1.448 0.137 -0.515
N 0.487 -0.804 -0.669
B -0.850 -0.153 -1.027
N -2.183 -0.786 -0.863
N -1.776 -0.578 -2.179
C -2.158 -1.445 -3.150
C -3.171 -2.309 -2.847
C -3.718 -2.405 -1.536
C -4.824 -3.365 -1.241
C -3.113 -1.678 -0.504
S -3.564 -1.869 1.140
C -1.460 -1.266 -4.480
C -1.677 0.176 -4.962
C -2.009 -2.229 -5.530
C 0.042 -1.513 -4.291
N -0.842 1.365 -0.893
N -0.180 1.885 -1.956
C -0.194 3.161 -2.149
C -0.900 4.027 -1.260
C -1.609 3.516 -0.230
C -2.387 4.382 0.702
C -1.607 2.074 -0.032
S -2.560 1.436 1.183
C 0.514 3.719 -3.373
C 1.282 2.628 -4.118
C -0.542 4.319 -4.311
C 1.501 4.809 -2.938
C 0.695 -2.133 -0.418
S -0.329 -3.336 -0.945
C 3.597 0.968 0.098
C 4.719 0.680 1.095
C 4.208 1.089 -1.305
C 2.907 2.282 0.471
H 3.063 -3.938 1.312
H 2.049 -4.549 -0.026
H 1.295 -4.126 1.487
H 3.701 -1.685 1.120
H -3.558 -2.964 -3.614
H -5.213 -3.794 -2.165
H -5.646 -2.882 -0.709
H -4.482 -4.181 -0.598
H -2.735 0.365 -5.152
H -1.122 0.348 -5.889
H -1.333 0.887 -4.212
H -3.081 -2.092 -5.678
H -1.829 -3.269 -5.250
H -1.510 -2.047 -6.483
H 0.479 -0.764 -3.626
H 0.550 -1.449 -5.256
H 0.224 -2.495 -3.853
H -0.888 5.096 -1.429
H -2.291 5.428 0.410
H -2.036 4.247 1.726
H -3.438 4.095 0.706
H 0.639 1.799 -4.401
H 2.082 2.227 -3.499
H 1.725 3.054 -5.021
H -1.247 3.551 -4.634
H -0.063 4.740 -5.197
H -1.109 5.116 -3.825
H 2.226 4.411 -2.225
H 1.001 5.660 -2.474
H 2.047 5.180 -3.807
H 5.268 -0.228 0.842
H 4.344 0.585 2.115
H 5.431 1.507 1.080
H 4.758 0.183 -1.572
H 4.899 1.934 -1.348
H 3.424 1.232 -2.046
H 2.522 2.255 1.491
H 2.068 2.476 -0.196
H 3.621 3.107 0.389
O -3.158 0.376 6.165
S -3.367 -0.443 5.006
O -4.513 -1.311 5.016
O -3.340 0.397 3.705
O -2.091 -1.265 4.667
C 0.990 -4.830 4.893
N 0.116 -4.289 3.878
C -0.747 -4.993 3.064
C -1.438 -4.060 2.356
N -1.017 -2.806 2.716
C -0.092 -2.983 3.635
H 1.447 -5.749 4.529
H 0.439 -5.036 5.811
H 1.777 -4.108 5.102
H -0.775 -6.068 3.060
H -2.195 -4.193 1.605
H 0.431 -2.192 4.146
S 0.205 -0.021 2.468
C 0.739 0.777 3.940
C -0.126 1.422 4.826
C 0.366 2.030 5.970
C 1.725 2.024 6.256
C 2.594 1.384 5.381
C 2.104 0.763 4.244
H -1.190 1.449 4.630
H -0.333 2.511 6.643
H 2.101 2.503 7.152
H 3.658 1.359 5.587
H 2.780 0.241 3.576
```

Which one sits at the bottom of the stability order? model i does.

Model i:
Entry from OMol25: the ion C7H13FN with charge +1 (ωB97M-V/def2-TZVPD).

Properties
Gap between HOMO and LUMO, eV: 9.40
Charge: +1
Structure (SMILES): C=CCCC/C(C)=[NH+]/F

```
22
C7H13FN | OMol25 | ωB97M-V/def2-TZVPD
C 2.627 -0.073 -0.270
C 1.790 0.940 -0.414
C 0.839 1.037 -1.526
C -0.672 1.259 -1.014
C -1.215 -0.082 -0.630
C -0.917 -0.652 0.865
C -1.995 -0.868 1.738
N 0.243 -1.234 1.024
F 0.456 -2.093 2.185
H 3.437 -0.413 0.463
H 2.364 -0.829 -1.076
H 1.899 1.953 0.189
H 0.877 0.105 -1.985
H 1.149 1.818 -2.299
H -1.121 1.521 -1.997
H -0.854 2.001 -0.274
H -0.961 -0.977 -1.229
H -2.318 -0.021 -0.665
H -2.144 0.100 2.356
H -1.807 -1.728 2.458
H -2.946 -0.805 1.391
H 1.267 -0.958 0.707
```

Model ii:
Entry from OMol25: the ion C7H13FN with charge +1 (ωB97M-V/def2-TZVPD).

Properties
Gap between HOMO and LUMO, eV: 10.59
Charge: +1
Structure (SMILES): FCCC[C@H]1CC=[NH+]C1

```
22
C7H13FN | OMol25 | ωB97M-V/def2-TZVPD
F 0.286 2.046 2.046
C -0.331 2.411 0.855
C -1.416 1.410 0.497
C -1.060 0.304 -0.527
C 0.412 -0.066 -0.651
C 1.070 -0.522 0.672
C 0.821 -1.971 0.693
N 0.635 -2.410 -0.494
C 0.549 -1.355 -1.518
H 0.443 2.497 0.095
H -0.755 3.400 1.002
H -2.252 1.980 0.094
H -1.791 0.954 1.411
H -1.441 0.565 -1.513
H -1.588 -0.608 -0.230
H 1.035 0.719 -1.070
H 2.159 -0.479 0.503
H 0.906 0.053 1.576
H 0.821 -2.613 1.564
H 0.521 -3.395 -0.702
H 1.358 -1.388 -2.241
H -0.380 -1.533 -2.060
```

Which one sits at the bottom of the stability order? model i does.

Model i:
Entry from OMol25: the ion C3H6NOS with charge +1 (ωB97M-V/def2-TZVPD).

Properties
Multiplicity: 3
Gap between HOMO and LUMO (spin up / spin down), eV: 5.45 / 9.65
Charge: +1

```
12
C3H6NOS | OMol25 | ωB97M-V/def2-TZVPD
C 1.006 0.738 -0.369
C -0.501 0.984 -0.215
C -1.468 -1.501 0.692
N 1.469 -0.529 0.198
O 2.532 -0.887 -0.215
S -1.494 -0.529 -0.647
H 1.528 0.649 -1.399
H 1.707 1.380 0.105
H -0.906 1.279 0.672
H -0.883 1.784 -0.925
H -1.898 -2.426 0.473
H -1.092 -0.943 1.631
```

Model ii:
Entry from OMol25: the ion C3H6NOS with charge +1 (ωB97M-V/def2-TZVPD).

Properties
Multiplicity: 3
Gap between HOMO and LUMO (spin up / spin down), eV: 7.57 / 9.26
Charge: +1

```
12
C3H6NOS | OMol25 | ωB97M-V/def2-TZVPD
C -1.234 0.119 -0.527
C -0.423 0.466 -1.877
C 1.128 -0.223 0.182
N -0.382 -0.104 0.541
O 1.781 0.484 1.064
S 1.216 0.508 -1.600
H -2.207 -0.393 -0.509
H -1.059 0.465 -2.754
H 1.213 -1.358 0.093
H -0.178 0.751 0.990
H -0.725 -0.978 1.030
H 2.691 0.436 1.007
```

Which one sits at the bottom of the stability order? model i does.

Model i:
Entry from OMol25: a cluster of 2 separate species, C7H14OS in total (ωB97M-V/def2-TZVPD).

Properties
Gap between HOMO and LUMO (spin up / spin down), eV: 7.59 / 8.39

```
23
C7H14OS | OMol25 | ωB97M-V/def2-TZVPD
C 2.628 -0.270 0.576
C 3.351 -0.547 -0.709
C 2.341 0.426 -0.665
C -2.569 -0.892 -0.056
C -0.896 0.593 1.340
C -1.743 1.176 -0.941
C -1.337 0.051 0.015
O 0.483 -1.903 0.316
S -0.074 -0.975 -0.720
H 1.996 -1.145 0.985
H 3.177 0.213 1.406
H 4.292 -0.138 -1.129
H 3.088 -1.508 -1.231
H 2.107 1.494 -0.794
H -2.574 -1.772 0.623
H -3.445 -0.226 0.150
H -2.798 -1.336 -1.074
H -1.759 0.897 2.067
H -0.260 1.488 1.398
H -0.342 -0.285 1.890
H -2.456 1.709 -0.312
H -1.021 1.997 -1.258
H -2.189 0.956 -1.877
```

Model ii:
Entry from OMol25: the molecule C7H14OS (ωB97M-V/def2-TZVPD).

Properties
Gap between HOMO and LUMO, eV: 9.72

```
23
C7H14OS | OMol25 | ωB97M-V/def2-TZVPD
C 2.451 -0.319 0.021
C -1.382 1.352 -0.464
C -2.622 0.512 -0.543
C -0.142 0.409 -0.783
C -2.739 -0.412 0.695
C 2.560 -1.034 1.368
C 3.020 -0.583 -1.178
O 1.211 1.623 1.242
S 1.454 1.251 -0.163
H -1.471 2.167 -1.154
H -1.265 1.853 0.507
H -3.614 0.970 -0.765
H -2.520 -0.010 -1.464
H -0.252 -0.540 -0.210
H -0.095 0.041 -1.771
H -2.113 -0.129 1.642
H -2.426 -1.441 0.368
H 2.404 -0.349 2.201
H 1.762 -1.663 1.564
H 3.435 -1.780 1.259
H 3.606 -1.393 -1.419
H -3.831 -0.641 1.036
H 2.569 0.118 -1.989
```

Which one sits at the bottom of the stability order? model i does.

Model i:
Entry from OMol25: a cluster of 4 separate species, C2H11NO5 in total (ωB97M-V/def2-TZVPD).

Properties
Gap between HOMO and LUMO, eV: 10.03
Structure (SMILES): CNC(=O)O.O.O.O

```
19
C2H11NO5 | OMol25 | ωB97M-V/def2-TZVPD
C -1.819 1.120 -0.500
N -1.016 0.794 0.662
C 0.223 1.297 0.897
O 1.024 0.844 1.695
O 0.641 2.329 0.124
H -1.639 2.139 -0.842
H -1.683 0.376 -1.279
H -2.882 1.192 -0.252
H -1.289 0.016 1.260
H 0.277 2.285 -0.767
O -0.422 -1.593 2.213
H -0.059 -2.375 1.780
H 0.244 -0.897 2.220
O 1.543 -2.323 -0.588
H 2.413 -2.712 -0.637
H 1.067 -2.763 -1.289
O 0.817 0.108 -1.782
H 0.988 -0.506 -1.046
H 1.574 0.667 -1.869
```

Model ii:
Entry from OMol25: a cluster of 4 separate species, C2H11NO5 in total (ωB97M-V/def2-TZVPD).

Properties
Gap between HOMO and LUMO, eV: 10.52
Structure (SMILES): CNC(=O)O.O.O.O

```
19
C2H11NO5 | OMol25 | ωB97M-V/def2-TZVPD
C -1.927 1.564 -0.992
N -1.312 0.914 0.162
C -0.028 1.149 0.529
O 0.508 0.721 1.525
O 0.639 1.903 -0.391
H -1.616 2.603 -1.038
H -1.486 1.145 -1.897
H -3.002 1.472 -0.925
H -1.885 0.484 0.870
H 0.933 1.395 -1.164
O -0.648 -1.643 2.330
H -0.456 -2.106 3.147
H -0.098 -0.847 2.240
O 1.926 -2.686 -1.066
H 2.632 -2.234 -0.599
H 1.681 -3.506 -0.632
O 0.591 -0.584 -1.893
H 0.376 -0.982 -1.042
H 0.008 -1.039 -2.508
```

Which one sits at the bottom of the stability order? model ii does.